Computed, not measured: C7H14OPSYb as an isolated structure in a non-equilibrium geometry, with the ωB97M-V functional and the def2-TZVPD basis.

## Properties
**HOMO (alpha / beta)**: -5.52 / -6.91 eV
**<S²>**: 0.758
**Spin multiplicity**: 2
**Strongest force on any atom**: 0.0827 hartree/bohr
**LUMO level (alpha / beta)**: 0.2 / 0.1 eV
**Electronic energy**: -61182.341 eV
**Gap between HOMO and LUMO (alpha / beta)**: 5.67 / 7.03 eV

Last column: Löwdin charge in e.
Geometry (Å):
C: 2.96 -0.24 0.07  -0.23
C: 2.22 -0.97 1.04  -0.22
C: 1.11 -1.56 0.40  -0.28
C: 1.20 -1.26 -1.01  -0.25
C: 2.33 -0.45 -1.20  -0.22
Yb: 0.67 0.65 0.19  0.97
P: 1.67 3.24 0.15  0.71
H: 3.89 0.26 0.23  0.09
H: 2.46 -1.05 2.12  0.11
H: 0.34 -2.15 0.88  0.10
H: 2.69 -0.07 -2.16  0.10
H: 0.47 -1.54 -1.78  0.11
H: 2.08 3.81 -1.07  -0.13
H: 2.68 3.65 1.03  -0.14
H: 0.63 4.13 0.51  -0.12
C: -3.70 0.13 0.30  -0.35
S: -1.92 0.11 0.43  0.69
C: -2.04 -1.87 -0.24  -0.28
O: -1.33 1.57 0.08  -0.80
H: -4.05 -0.76 0.84  0.05
H: -4.04 0.10 -0.76  0.06
H: -4.02 1.03 0.85  0.05
H: -2.91 -2.03 -0.88  0.00
H: -1.17 -2.30 -0.73  -0.02
H: -2.22 -2.42 0.71  0.02